(1)
Here is a cluster of 2 separate species, C4H14N3O in total from OMol25. Energies are from ωB97M-V with the def2-TZVPD basis set.

The geometry in XYZ format:
```
22
C4H14N3O, DFT ωB97M-V with the def2-TZVPD basis set
O 0.24 0.94 -2.76
N -1.35 -1.91 -0.24
N -0.17 1.25 0.03
N 2.59 0.53 -0.09
C -0.66 -0.55 1.65
C 0.39 0.11 0.83
C -1.86 -1.06 0.83
C 1.70 -0.08 0.79
H -2.46 -0.21 0.46
H 0.35 1.89 -2.87
H 2.61 1.51 -0.27
H 0.22 2.12 0.40
H -2.56 -1.61 1.43
H -1.18 1.31 0.13
H -0.03 1.14 -1.00
H -0.25 -1.35 2.26
H 3.30 -0.09 -0.40
H 0.90 0.54 -3.34
H -2.00 -2.40 -0.84
H 2.07 -0.85 1.46
H -1.09 0.13 2.41
H -0.76 -1.37 -0.87
```

Calculated values
charge	+1
gap between HOMO and LUMO	9.2	eV
E_LUMO	-3.39	eV

---

(2)
Here is a cluster of 2 separate species, C4H14N3O in total from OMol25. Energies are from ωB97M-V with the def2-TZVPD basis set.

The geometry in XYZ format:
```
22
C4H14N3O, DFT ωB97M-V with the def2-TZVPD basis set
O -2.29 1.41 2.67
N 2.94 -0.21 0.56
N -0.63 0.77 -2.07
N 0.18 0.69 0.98
C 0.59 -0.46 0.11
C -1.05 -0.59 -1.90
C -0.50 -1.20 -0.54
C 1.91 -0.77 -0.10
H 0.83 0.68 1.80
H 2.06 -1.53 -0.88
H -3.09 1.77 3.04
H -0.49 -2.28 -0.76
H -0.77 0.50 1.34
H 0.24 1.49 0.37
H -1.46 -1.00 0.06
H -1.89 0.75 3.25
H 2.92 0.60 1.19
H 0.37 0.82 -1.87
H -0.79 -1.31 -2.69
H -0.77 1.06 -3.03
H -2.20 -0.68 -1.94
H 3.89 -0.51 0.40
```

Calculated values
charge	+1
gap between HOMO and LUMO	9.1	eV
E_LUMO	-3.29	eV

---

(1) takes first place; second place is 15.3 kcal/mol up.

---

(1)
Here is a cluster of 3 separate species, C4H10O2 in total from OMol25. Energies are from ωB97M-V with the def2-TZVPD basis set.

The geometry in XYZ format:
```
16
C4H10O2, DFT ωB97M-V with the def2-TZVPD basis set
O 1.82 0.59 -0.55
O -1.89 -0.88 0.25
C 0.44 1.95 0.85
C 0.23 0.49 1.37
C -0.30 -1.78 -1.84
C 1.56 0.88 0.63
H 2.30 1.12 1.43
H 0.20 -2.52 -2.48
H -1.39 -1.82 -2.05
H 0.21 0.31 2.43
H -2.73 -0.66 0.67
H -0.21 -2.00 -0.79
H -0.56 0.01 0.74
H -0.19 2.24 0.01
H 0.10 -0.80 -2.09
H 0.41 2.87 1.42
```

Calculated values
gap between HOMO and LUMO	4.8	eV
E_LUMO	-4.11	eV

---

(2)
Here is the molecule C4H10O2 from OMol25. Energies are from ωB97M-V with the def2-TZVPD basis set.

The geometry in XYZ format:
```
16
C4H10O2, DFT ωB97M-V with the def2-TZVPD basis set
O -1.95 -1.08 1.63
O -1.62 0.56 -0.48
C 0.72 0.09 -0.74
C 1.05 1.44 -1.37
C -0.77 -1.18 0.82
C -0.45 0.16 0.22
H -2.35 0.42 0.15
H -0.83 -2.00 0.09
H -0.23 0.86 1.05
H 1.59 -0.30 -0.20
H 0.47 -0.65 -1.53
H 1.32 2.17 -0.61
H 0.18 1.83 -1.92
H 0.22 -1.51 1.56
H -1.23 -1.74 2.13
H 1.88 1.35 -2.07
```

Calculated values
structure (SMILES)	CC[C@@H](O)CO
gap between HOMO and LUMO	11.0	eV
E_LUMO	0.70	eV

---

(3)
Here is a structure of composition C4H10O2 from OMol25. Energies are from ωB97M-V with the def2-TZVPD basis set.

The geometry in XYZ format:
```
16
C4H10O2, DFT ωB97M-V with the def2-TZVPD basis set
O 0.30 -0.92 0.65
O -1.88 1.10 0.10
C 1.14 0.33 0.63
C -2.04 -0.34 0.02
C -0.67 -0.89 -0.32
C 2.14 0.39 -0.51
H -0.09 -0.32 -1.40
H 2.03 0.22 1.70
H 2.23 1.24 -0.75
H -0.49 -1.97 -0.54
H -2.95 -0.64 -0.75
H -2.03 -0.62 1.09
H 0.26 0.99 0.48
H 1.88 -0.31 -0.96
H -2.91 1.42 0.30
H 3.10 0.33 0.26
```

Calculated values
gap between HOMO and LUMO	10.2	eV
E_LUMO	0.70	eV

---

(2) takes first place; second place is 136.8 kcal/mol up.

---

(1)
Here is the molecule C4H10O2 from OMol25. Energies are from ωB97M-V with the def2-TZVPD basis set.

The geometry in XYZ format:
```
16
C4H10O2, DFT ωB97M-V with the def2-TZVPD basis set
O -1.72 -0.44 0.26
O 1.69 0.40 -0.27
C 2.94 -0.21 -0.08
C -2.94 0.08 -0.21
C 0.65 -0.27 0.40
C -0.65 0.43 0.00
H -0.58 0.67 -1.07
H 0.59 -1.32 0.09
H -2.90 0.28 -1.29
H -0.77 1.38 0.55
H -3.71 -0.67 -0.02
H 3.66 0.34 -0.70
H 0.80 -0.25 1.49
H -3.22 1.01 0.31
H 3.26 -0.17 0.97
H 2.92 -1.26 -0.40
```

Calculated values
structure (SMILES)	COCCOC
gap between HOMO and LUMO	11.0	eV
E_LUMO	1.11	eV

---

(2)
Here is a cluster of 2 separate species, C4H10O2 in total from OMol25. Energies are from ωB97M-V with the def2-TZVPD basis set.

The geometry in XYZ format:
```
16
C4H10O2, DFT ωB97M-V with the def2-TZVPD basis set
O 1.32 -0.36 0.49
O -1.19 -0.53 1.74
C 0.25 0.44 0.10
C -2.21 0.84 0.04
C 2.49 -0.29 -0.31
C -1.07 0.08 0.70
H 0.23 1.41 0.61
H -2.97 1.11 0.77
H -1.91 1.74 -0.52
H 3.31 -0.72 0.27
H -0.50 -2.24 -0.55
H 2.40 -0.88 -1.24
H 2.76 0.74 -0.58
H -0.52 -2.06 0.16
H -2.62 0.13 -0.68
H 0.22 0.59 -0.99
```

Calculated values
structure (SMILES)	COCC(C)=O.[H][H]
gap between HOMO and LUMO	10.4	eV
E_LUMO	0.89	eV

---

(1) takes first place; second place is 20.3 kcal/mol up.

---

(1)
Here is the molecule C4H10O2 from OMol25. Energies are from ωB97M-V with the def2-TZVPD basis set.

The geometry in XYZ format:
```
16
C4H10O2, DFT ωB97M-V with the def2-TZVPD basis set
O 2.63 0.23 -0.27
O 0.44 -0.07 -1.67
C 1.48 0.45 0.53
C -1.02 0.23 0.11
C 0.36 -0.32 -0.12
C -2.20 -0.73 0.31
H 1.21 1.52 0.57
H -0.85 0.53 -1.02
H 1.64 0.12 1.58
H -3.13 -0.22 0.06
H 1.08 0.62 -1.91
H -1.06 1.11 0.77
H 3.37 0.67 0.14
H -2.10 -1.59 -0.37
H -2.31 -1.14 1.33
H 0.47 -1.40 -0.04
```

Calculated values
structure (SMILES)	CC[C@@H](O)CO
gap between HOMO and LUMO	10.3	eV
E_LUMO	0.77	eV

---

(2)
Here is a cluster of 2 separate species, C4H10O2 in total from OMol25. Energies are from ωB97M-V with the def2-TZVPD basis set.

The geometry in XYZ format:
```
16
C4H10O2, DFT ωB97M-V with the def2-TZVPD basis set
O -2.39 -0.52 -0.58
O -2.85 -2.66 0.16
C 1.15 1.56 -1.12
C 1.42 0.28 -0.28
C -2.29 -1.44 0.21
C 0.88 0.36 1.19
H 1.64 2.52 -0.61
H 0.89 -0.69 1.41
H 0.06 1.82 -1.12
H 1.57 0.77 1.94
H -0.07 0.75 1.54
H -3.70 -2.50 -0.43
H 1.70 1.58 -2.11
H 2.51 -0.01 -0.20
H 0.98 -0.51 -0.91
H -1.49 -1.30 0.92
```

Calculated values
structure (SMILES)	O=CO.CCC
gap between HOMO and LUMO	11.5	eV
E_LUMO	0.69	eV

---

(3)
Here is the molecule C4H10O2 from OMol25. Energies are from ωB97M-V with the def2-TZVPD basis set.

The geometry in XYZ format:
```
16
C4H10O2, DFT ωB97M-V with the def2-TZVPD basis set
O 1.28 0.21 0.20
O -2.07 -1.14 0.41
C -1.42 1.13 0.38
C 0.24 -0.69 -0.06
C 2.23 0.26 -0.84
C -1.00 -0.28 0.74
H 1.76 0.54 -1.79
H 0.54 -1.72 0.21
H -0.62 1.83 0.60
H -1.65 1.19 -0.69
H -1.88 -2.02 0.76
H -2.32 1.42 0.94
H 2.74 -0.71 -0.97
H 2.97 1.01 -0.57
H -0.03 -0.70 -1.13
H -0.77 -0.33 1.81
```

Calculated values
structure (SMILES)	COC[C@@H](C)O
gap between HOMO and LUMO	10.8	eV
E_LUMO	0.93	eV

---

(4)
Here is the molecule C4H10O2 from OMol25. Energies are from ωB97M-V with the def2-TZVPD basis set.

The geometry in XYZ format:
```
16
C4H10O2, DFT ωB97M-V with the def2-TZVPD basis set
O 1.45 1.04 0.77
O 1.62 0.52 -1.54
C -0.52 0.12 -0.05
C 0.12 0.80 1.16
C 0.70 -0.59 -0.68
C -1.77 -0.77 0.18
H -0.81 0.90 -0.76
H -1.59 -1.57 0.92
H 0.48 -1.18 -1.55
H 1.22 -1.17 0.11
H 0.07 0.13 2.05
H 2.57 0.30 -1.58
H -0.39 1.73 1.47
H -2.11 -1.25 -0.75
H 1.58 1.17 -0.32
H -2.61 -0.17 0.56
```

Calculated values
structure (SMILES)	CC(CO)CO
gap between HOMO and LUMO	10.1	eV
E_LUMO	0.87	eV

---

(3) takes first place; second place is 7.9 kcal/mol up.

---

(1)
Here is a cluster of 2 separate species, C4H10O2 in total from OMol25. Energies are from ωB97M-V with the def2-TZVPD basis set.

The geometry in XYZ format:
```
16
C4H10O2, DFT ωB97M-V with the def2-TZVPD basis set
O -1.69 -2.78 -1.34
O 0.74 -1.17 -0.09
C 0.80 0.00 -0.15
C -0.98 0.49 1.66
C -0.35 0.87 0.30
C 2.00 0.66 -0.77
H -0.83 -2.48 -0.98
H -0.19 0.23 2.38
H -2.12 -1.97 -1.69
H 2.27 1.52 -0.13
H -1.57 1.33 2.08
H 1.79 1.03 -1.79
H -1.16 0.81 -0.45
H 0.09 1.88 0.24
H -1.65 -0.38 1.54
H 2.86 -0.03 -0.82
```

Calculated values
structure (SMILES)	CCC(C)=O.O
gap between HOMO and LUMO	10.5	eV
E_LUMO	0.66	eV

---

(2)
Here is a structure of composition C4H10O2 from OMol25. Energies are from ωB97M-V with the def2-TZVPD basis set.

The geometry in XYZ format:
```
16
C4H10O2, DFT ωB97M-V with the def2-TZVPD basis set
O 0.63 0.07 -1.26
O -1.38 0.88 1.85
C -0.93 -1.09 0.07
C -1.94 0.28 0.87
C 0.38 -0.68 -0.19
C 1.92 0.64 -1.33
H -0.99 -1.93 0.76
H 2.04 1.39 -0.54
H -1.56 -1.17 -0.81
H 2.00 1.11 -2.31
H 2.69 -0.14 -1.23
H -2.15 0.86 -0.05
H -2.76 -0.41 1.12
H 0.05 0.80 1.56
H 0.75 0.52 1.19
H 1.24 -1.12 0.30
```

Calculated values
gap between HOMO and LUMO	9.2	eV
E_LUMO	0.37	eV

---

(3)
Here is a cluster of 3 separate species, C4H10O2 in total from OMol25. Energies are from ωB97M-V with the def2-TZVPD basis set.

The geometry in XYZ format:
```
16
C4H10O2, DFT ωB97M-V with the def2-TZVPD basis set
O -2.10 0.13 -5.34
O -2.85 -2.50 -3.05
C 1.27 1.51 2.88
C 0.79 -1.10 3.06
C 0.69 0.06 2.42
C 1.88 2.24 2.01
H -2.51 -3.39 -3.12
H -1.45 0.64 -4.71
H 1.59 2.28 0.96
H -2.03 -2.06 -3.22
H 1.50 -1.22 3.87
H 1.52 1.57 3.99
H 2.86 2.82 2.25
H -1.76 0.85 -6.08
H 0.20 0.18 1.46
H 0.41 -1.99 2.61
```

Calculated values
structure (SMILES)	C=CC=C.O.O
gap between HOMO and LUMO	9.6	eV
E_LUMO	0.48	eV

---

(1) takes first place; second place is 73.2 kcal/mol up.

---

(1)
Here is a cluster of 2 separate species, C7H14O3 in total from OMol25. Energies are from ωB97M-V with the def2-TZVPD basis set.

The geometry in XYZ format:
```
24
C7H14O3, DFT ωB97M-V with the def2-TZVPD basis set
O -0.75 1.99 0.09
O -1.80 0.04 0.15
O 1.58 0.40 0.22
C -2.36 -0.90 1.04
C -0.89 0.88 0.65
C -1.56 2.31 -1.07
C 1.08 -1.84 0.12
C 1.69 0.50 1.63
C 1.91 -0.75 -1.88
C 1.40 -0.72 -0.51
H -3.43 -0.88 0.71
H -2.13 -2.00 0.74
H 2.17 -1.75 -2.15
H 2.67 0.63 1.97
H -2.22 -0.63 2.02
H 1.16 -0.59 -2.57
H -2.13 3.12 -0.83
H 2.79 -0.19 -1.88
H -2.24 1.53 -1.23
H 1.16 -0.32 2.06
H 1.09 -2.68 -0.41
H 0.70 -1.95 1.08
H 1.03 1.29 1.88
H -0.93 2.53 -1.83
```

Calculated values
gap between HOMO and LUMO	8.9	eV
E_LUMO	0.93	eV

---

(2)
Here is a structure of composition C7H14O3 from OMol25. Energies are from ωB97M-V with the def2-TZVPD basis set.

The geometry in XYZ format:
```
24
C7H14O3, DFT ωB97M-V with the def2-TZVPD basis set
O 2.01 0.17 -1.01
O 0.10 0.93 -2.06
O -1.19 -1.49 -1.63
C 1.47 2.14 1.07
C 0.23 1.58 0.44
C -0.46 0.52 1.00
C -1.93 0.35 0.91
C 0.11 -1.38 -1.10
C 0.42 -2.33 0.04
C 0.78 0.28 -1.03
H 1.21 2.91 1.81
H 0.78 -1.62 -1.93
H -1.81 -1.66 -0.91
H -0.38 2.32 -0.08
H -2.24 -0.65 1.20
H 1.35 -2.03 0.53
H 2.06 1.35 1.55
H 0.09 -0.15 1.66
H -2.27 0.55 -0.11
H 0.53 -3.35 -0.33
H -0.18 0.28 -2.73
H -2.41 1.06 1.60
H -0.39 -2.37 0.77
H 2.09 2.60 0.30
```

Calculated values
gap between HOMO and LUMO	8.3	eV
E_LUMO	0.14	eV

---

(2) takes first place; second place is 57.7 kcal/mol up.

---

(1)
Here is the molecule C5H12N2 from OMol25. Energies are from ωB97M-V with the def2-TZVPD basis set.

The geometry in XYZ format:
```
19
C5H12N2, DFT ωB97M-V with the def2-TZVPD basis set
N 0.87 -1.92 0.40
N -0.84 1.35 -0.79
C 0.42 0.33 -0.37
C -0.17 -0.89 0.34
C -0.77 -0.51 1.70
C 1.51 1.04 0.13
C -0.99 0.92 -2.07
H -0.49 2.30 -0.74
H 0.02 -0.17 2.38
H 1.60 -1.64 1.04
H -0.87 1.59 -2.92
H 1.39 2.00 0.61
H -1.57 0.02 -2.22
H 0.60 -0.03 -1.50
H -1.49 0.30 1.58
H 2.51 0.77 -0.17
H -0.96 -1.29 -0.29
H -1.27 -1.37 2.14
H 0.48 -2.79 0.75
```

Calculated values
gap between HOMO and LUMO (spin up / spin down)	8.9 / 7.1	eV
E_LUMO (spin up / spin down)	0.86 / 0.03	eV

---

(2)
Here is a cluster of 2 separate species, C5H12N2 in total from OMol25. Energies are from ωB97M-V with the def2-TZVPD basis set.

The geometry in XYZ format:
```
19
C5H12N2, DFT ωB97M-V with the def2-TZVPD basis set
N 0.05 -0.30 -1.52
N 0.78 0.24 -0.59
C -1.25 -0.68 0.59
C -0.37 -0.25 -2.73
C -0.01 -0.93 -0.25
C 0.74 -2.22 -0.21
C 0.10 2.27 2.10
H 1.24 -2.22 0.76
H -0.27 3.36 2.12
H 0.12 -3.04 -0.50
H 1.75 -2.20 -0.74
H -1.37 0.48 0.62
H -1.22 -1.17 1.52
H 0.81 2.13 2.90
H -0.17 0.62 -3.31
H 0.60 2.24 1.23
H -1.31 -0.85 -3.04
H -0.78 1.68 2.03
H -2.04 -1.26 0.10
```

Calculated values
gap between HOMO and LUMO	8.9	eV
E_LUMO	0.91	eV

---

(3)
Here is the molecule C5H12N2 from OMol25. Energies are from ωB97M-V with the def2-TZVPD basis set.

The geometry in XYZ format:
```
19
C5H12N2, DFT ωB97M-V with the def2-TZVPD basis set
N -1.20 1.11 2.78
N 0.57 0.21 1.43
C 0.33 -1.10 -0.81
C 0.05 0.42 2.56
C -0.15 0.15 0.08
C 0.74 -0.88 -2.40
C -0.10 0.08 -3.13
H 0.28 0.26 -4.10
H 0.04 1.15 -2.74
H 0.77 0.15 3.42
H 1.74 -0.51 -2.32
H -0.39 -1.90 -0.79
H 0.40 1.07 -0.36
H -1.67 0.94 3.70
H 0.84 -1.79 -2.86
H -1.24 0.01 0.28
H -1.13 -0.21 -2.98
H 1.23 -1.58 -0.32
H -1.68 1.21 1.89
```

Calculated values
structure (SMILES)	CCCC/N=C\N
gap between HOMO and LUMO	9.7	eV
E_LUMO	0.98	eV

---

(4)
Here is a cluster of 3 separate species, C5H12N2 in total from OMol25. Energies are from ωB97M-V with the def2-TZVPD basis set.

The geometry in XYZ format:
```
19
C5H12N2, DFT ωB97M-V with the def2-TZVPD basis set
N 1.88 -0.81 0.62
N 0.65 2.00 -0.01
C 2.97 -0.36 -0.21
C 0.37 0.85 0.18
C -1.98 0.56 -0.25
C -0.18 -0.40 0.23
C -2.96 -0.58 -0.16
H -3.98 -0.27 -0.40
H -2.70 -1.39 -0.85
H -0.15 -1.02 -0.65
H -1.85 0.97 -1.25
H 3.87 -0.98 -0.08
H -2.16 1.36 0.48
H -0.49 -0.80 1.18
H -2.98 -1.01 0.85
H 2.08 -0.66 1.61
H 2.69 -0.44 -1.27
H 3.29 0.69 -0.05
H 1.63 2.29 0.03
```

Calculated values
gap between HOMO and LUMO (spin up / spin down)	7.5 / 7.5	eV
E_LUMO (spin up / spin down)	0.88 / 0.88	eV

---

(3) takes first place; second place is 52.5 kcal/mol up.

---

(1)
Here is a cluster of 2 separate species, C5H12N2 in total from OMol25. Energies are from ωB97M-V with the def2-TZVPD basis set.

The geometry in XYZ format:
```
19
C5H12N2, DFT ωB97M-V with the def2-TZVPD basis set
N -2.53 -1.49 -0.19
N 0.71 1.65 -0.56
C 1.37 0.53 0.09
C -0.74 1.74 -0.25
C -1.20 -1.70 0.22
C 1.85 -0.48 -0.74
C 1.30 0.50 1.45
H -1.29 -1.43 1.27
H 1.86 -0.55 -1.81
H -0.48 -0.98 -0.26
H -0.73 -2.69 0.20
H 0.85 1.34 1.94
H -1.09 2.66 -0.70
H 0.83 1.53 -1.55
H -2.69 -1.81 -1.16
H -1.33 0.90 -0.62
H -0.89 1.79 0.82
H 2.43 -1.20 -0.16
H 1.76 -0.30 2.02
```

Calculated values
gap between HOMO and LUMO	3.9	eV
E_LUMO	-2.70	eV

---

(2)
Here is the molecule C5H12N2 from OMol25. Energies are from ωB97M-V with the def2-TZVPD basis set.

The geometry in XYZ format:
```
19
C5H12N2, DFT ωB97M-V with the def2-TZVPD basis set
N 1.71 -0.81 0.33
N 3.04 1.17 0.13
C -0.54 -0.90 -0.55
C 2.81 -0.19 0.21
C -1.87 -0.17 -0.73
C -2.59 0.11 0.58
C 0.45 -0.10 0.30
H -2.05 0.87 1.15
H -1.68 0.81 -1.18
H 2.22 1.76 0.13
H -0.09 -1.10 -1.52
H -3.61 0.45 0.42
H 0.08 -0.11 1.33
H -2.65 -0.81 1.18
H -2.55 -0.71 -1.38
H 0.50 0.90 -0.15
H 3.69 -0.82 0.15
H 3.84 1.47 -0.39
H -0.72 -1.84 -0.03
```

Calculated values
structure (SMILES)	CCCC/N=C\N
gap between HOMO and LUMO	10.0	eV
E_LUMO	1.00	eV

---

(3)
Here is the molecule C5H12N2 from OMol25. Energies are from ωB97M-V with the def2-TZVPD basis set.

The geometry in XYZ format:
```
19
C5H12N2, DFT ωB97M-V with the def2-TZVPD basis set
N -0.08 -1.61 -0.06
N -0.81 0.20 2.55
C 0.88 -0.18 -1.72
C 0.04 -0.21 -0.44
C 0.21 0.70 2.02
C 0.75 0.66 0.62
C -1.35 0.34 -0.76
H 1.88 -0.58 -1.54
H -1.27 1.32 -1.22
H 0.83 -2.02 0.10
H 0.41 -0.79 -2.48
H -1.97 0.43 0.12
H 0.98 0.84 -2.10
H 1.79 0.33 0.70
H 0.78 1.70 0.26
H 0.84 1.27 2.70
H -0.64 -1.73 0.78
H -1.42 -0.33 1.94
H -1.85 -0.33 -1.46
```

Calculated values
structure (SMILES)	[H]/N=C\CC(C)(C)N
gap between HOMO and LUMO	10.3	eV
E_LUMO	0.89	eV

---

(2) takes first place; second place is 2.0 kcal/mol up.